(1)
C31H35AuClN2Si2 | ωB97M-V/def2-TZVPD

Structure (XYZ):
```
72
Properties=species:S:1:pos:R:3:lowdin_spin:R:1
C 5.32 2.08 0.72 0.003
C 4.62 0.89 1.02 0.301
C 3.64 0.67 0.00 0.080
H 4.86 0.22 1.84 0.013
C 3.76 1.78 -0.96 0.091
C 4.81 2.63 -0.48 0.306
H 5.24 3.49 -1.00 0.014
H 6.20 2.45 1.25 -0.005
H 3.15 -0.27 -0.26 0.000
H 3.34 1.75 -1.97 0.001
Au 1.95 2.15 0.37 0.139
Si -0.42 0.68 0.14 0.142
C -0.28 -0.30 1.71 0.023
C -1.33 -0.38 2.65 0.013
H -2.22 0.22 2.51 0.001
C -1.25 -1.29 3.70 -0.001
H -2.12 -1.45 4.34 0.000
C -0.08 -2.03 3.92 0.012
H -0.03 -2.74 4.75 0.001
C 1.01 -1.85 3.07 0.000
H 1.94 -2.38 3.25 0.000
C 0.91 -1.00 1.97 0.013
H 1.76 -0.87 1.30 0.000
C 0.21 -0.14 -1.41 0.028
C 0.41 -1.53 -1.49 0.024
H 0.21 -2.16 -0.62 0.001
C 0.83 -2.11 -2.68 0.000
H 0.93 -3.20 -2.75 -0.001
C 1.10 -1.33 -3.80 0.025
H 1.41 -1.79 -4.75 0.002
C 0.95 0.06 -3.73 0.000
H 1.16 0.68 -4.60 0.000
C 0.51 0.64 -2.54 0.020
H 0.35 1.72 -2.50 0.001
H 0.20 2.10 0.46 0.012
Si -3.16 -0.25 -0.59 0.262
C -2.96 -1.01 -2.27 0.049
C -3.43 -2.33 -2.47 0.017
H -3.82 -2.90 -1.62 0.001
C -3.40 -2.90 -3.74 0.001
H -3.78 -3.91 -3.88 0.000
C -2.88 -2.18 -4.82 0.010
H -2.83 -2.63 -5.81 0.001
C -2.40 -0.88 -4.62 -0.001
H -1.96 -0.32 -5.45 0.000
C -2.47 -0.29 -3.37 0.013
H -2.12 0.74 -3.22 0.002
C -3.46 -1.63 0.62 0.061
C -2.58 -2.71 0.79 0.020
H -1.63 -2.73 0.25 0.002
C -2.89 -3.74 1.68 -0.001
H -2.17 -4.53 1.85 0.000
C -4.12 -3.74 2.35 0.017
H -4.37 -4.56 3.03 0.001
C -5.03 -2.70 2.15 0.000
H -6.00 -2.70 2.66 0.000
C -4.70 -1.63 1.31 0.020
H -5.38 -0.79 1.17 0.001
H -4.39 0.59 -0.66 0.001
Cl -2.23 1.80 -0.10 0.191
N 2.31 4.40 0.23 0.044
C 3.01 4.93 1.42 0.004
C 2.44 4.29 2.67 0.002
N 2.47 2.81 2.53 0.015
H 2.84 4.57 -0.63 0.001
H 1.39 4.83 0.09 0.001
H 4.07 4.69 1.31 0.002
H 2.91 6.02 1.47 0.001
H 3.01 4.61 3.54 0.001
H 1.40 4.61 2.80 0.000
H 3.40 2.44 2.71 0.003
H 1.83 2.35 3.18 0.000
```

Values from the calculation:
strongest force on any atom: 2.7 eV Å⁻¹
<S²>: 2.025
spin multiplicity: 3
energy above the lowest of the compared OMol25 structures with the same formula, charge and spin: 0.0 kJ/mol
E_HOMO (alpha / beta): -7.73 / -10.88 eV
total charge: +1

=====

(2)
C31H35BClF4INO3S5SbV | ωB97M-V/def2-TZVPD

Structure (XYZ):
```
84
Properties=species:S:1:pos:R:3:lowdin_spin:R:1
V -1.35 0.92 -0.87 2.640
I -2.72 2.43 -2.91 0.004
C -3.36 0.54 -3.62 0.000
C -3.85 0.47 -4.89 0.010
C -4.46 -0.73 -5.33 -0.005
C -4.61 -1.77 -4.47 0.007
C -4.10 -1.70 -3.14 -0.001
C -4.33 -2.76 -2.23 0.035
C -3.83 -2.67 -0.96 -0.001
C -3.02 -1.57 -0.58 0.040
C -2.74 -0.49 -1.42 -0.001
C -3.38 -0.55 -2.70 0.008
H -3.80 1.33 -5.54 0.001
H -4.83 -0.80 -6.35 -0.001
H -5.12 -2.67 -4.78 0.000
H -4.90 -3.62 -2.54 0.002
H -4.03 -3.46 -0.24 -0.001
H -2.59 -1.60 0.41 0.003
C 1.37 3.19 4.02 0.000
S 3.10 2.71 4.21 0.000
C 2.95 1.09 4.86 0.000
C 2.44 0.00 4.22 0.001
S 1.76 -0.16 2.67 0.002
S 2.52 -1.46 5.24 0.000
C 3.26 -0.80 6.65 0.000
S 3.65 -1.69 8.00 0.000
S 3.55 0.87 6.50 0.000
H 1.35 4.26 3.80 0.000
H 0.85 2.99 4.95 0.000
H 0.93 2.64 3.20 0.000
C 0.07 -3.53 -1.11 0.006
C 0.75 -2.80 0.07 0.016
C 2.27 -2.79 -0.11 0.005
C 0.36 -3.45 1.40 0.005
C 0.25 -1.42 0.05 0.123
N -0.31 -0.42 -0.11 0.009
H 0.49 -4.53 -1.20 0.001
H 0.25 -2.97 -2.04 0.000
H -1.01 -3.60 -0.96 0.001
H 2.65 -3.81 -0.06 0.001
H 2.74 -2.19 0.67 0.000
H 2.53 -2.35 -1.08 0.000
H 0.74 -4.48 1.41 0.001
H -0.73 -3.48 1.52 0.000
H 0.80 -2.90 2.24 0.000
C -2.40 -0.47 3.20 -0.004
Sb -2.46 1.10 1.72 0.012
C -4.57 0.86 1.32 0.012
C -2.83 2.59 3.22 -0.005
H -3.41 -0.71 3.53 0.000
H -1.81 -0.12 4.05 0.000
H -1.92 -1.38 2.81 0.000
H -5.14 1.04 2.24 0.001
H -4.76 -0.15 0.96 0.000
H -4.87 1.57 0.55 0.000
H -3.62 2.22 3.87 -0.001
H -3.13 3.53 2.74 0.000
H -1.93 2.76 3.79 0.000
F -0.39 3.04 0.01 0.021
B -1.27 4.19 0.13 0.002
F -1.02 4.84 1.34 0.000
F -1.06 5.04 -0.97 0.000
F -2.62 3.72 0.11 0.009
C 3.05 2.33 -1.05 0.000
C 4.07 1.26 -1.36 0.000
C 5.07 1.01 -0.42 0.000
C 6.03 0.03 -0.60 0.000
Cl 7.24 -0.23 0.63 0.000
C 6.02 -0.75 -1.74 0.000
C 5.06 -0.50 -2.70 0.000
C 4.09 0.49 -2.53 0.000
O 3.32 0.65 -3.64 0.000
C 1.99 1.16 -3.67 0.000
C 0.90 0.33 -2.95 0.008
O 0.91 -0.89 -3.07 0.010
O -0.02 1.09 -2.42 0.021
H 3.25 2.74 -0.06 0.000
H 2.04 1.93 -1.04 0.000
H 3.09 3.15 -1.77 0.000
H 5.09 1.60 0.49 0.000
H 6.74 -1.55 -1.87 0.000
H 5.03 -1.08 -3.61 0.000
H 1.75 1.11 -4.73 0.000
H 1.91 2.19 -3.34 0.000
```

Values from the calculation:
strongest force on any atom: 3.4 eV Å⁻¹
<S²>: 3.774
spin multiplicity: 4
energy above the lowest of the compared OMol25 structures with the same formula, charge and spin: 134.7 kJ/mol
E_HOMO (alpha / beta): -2.39 / -2.39 eV
total charge: -2

=====

(3)
C31H35BaClN2Si2 | ωB97M-V/def2-TZVPD

Structure (XYZ):
```
72
Properties=species:S:1:pos:R:3:lowdin_charge:R:1
C 3.55 -0.60 3.61 -0.264
C 2.89 0.59 3.22 -0.261
C 1.51 0.29 3.02 -0.262
H 3.35 1.59 3.18 0.092
C 1.33 -1.10 3.25 -0.231
C 2.58 -1.65 3.64 -0.247
H 2.74 -2.68 4.00 0.086
H 4.59 -0.70 3.93 0.085
H 0.71 1.02 2.84 0.087
H 0.37 -1.63 3.22 0.080
Ba 2.87 -0.96 0.54 1.794
Si -0.45 -1.06 -1.18 0.126
C 0.83 0.41 -1.30 -0.458
C 1.43 0.46 -2.55 -0.165
H 1.17 -0.29 -3.31 0.083
C 2.25 1.55 -2.88 -0.070
H 2.55 1.67 -3.92 0.111
C 2.61 2.46 -1.89 -0.094
H 3.25 3.31 -2.15 0.104
C 2.15 2.33 -0.57 -0.105
H 2.45 3.04 0.21 0.116
C 1.23 1.32 -0.29 -0.286
H 0.81 1.24 0.74 0.065
C -1.53 -0.12 0.62 -0.358
C -1.53 1.21 1.15 -0.164
H -1.11 2.05 0.61 0.077
C -2.29 1.44 2.31 -0.057
H -2.52 2.48 2.60 0.111
C -2.72 0.35 3.10 -0.063
H -3.21 0.56 4.06 0.105
C -2.47 -0.97 2.69 -0.086
H -2.79 -1.80 3.33 0.109
C -1.90 -1.23 1.45 -0.121
H -1.77 -2.26 1.10 0.109
H 0.23 -1.47 0.11 -0.075
Si -2.09 0.62 -1.10 0.646
C -3.88 0.40 -0.91 -0.276
C -4.67 1.56 -1.07 -0.088
H -4.38 2.30 -1.81 0.102
C -5.78 1.71 -0.24 -0.092
H -6.35 2.65 -0.28 0.100
C -6.16 0.69 0.63 -0.103
H -6.98 0.84 1.34 0.097
C -5.52 -0.56 0.57 -0.089
H -5.87 -1.38 1.18 0.103
C -4.44 -0.73 -0.29 -0.096
H -3.98 -1.70 -0.43 0.106
C -1.68 1.87 -2.43 -0.303
C -1.38 3.17 -2.00 -0.110
H -1.40 3.41 -0.93 0.093
C -1.15 4.19 -2.94 -0.091
H -0.93 5.20 -2.59 0.099
C -1.24 3.92 -4.30 -0.101
H -1.08 4.72 -5.03 0.099
C -1.57 2.62 -4.73 -0.086
H -1.67 2.42 -5.80 0.101
C -1.79 1.60 -3.80 -0.088
H -2.11 0.61 -4.12 0.108
H -1.54 -1.75 -1.91 -0.062
Cl 0.85 -2.71 -2.11 0.110
N 4.76 -2.94 1.76 -0.089
C 5.40 -3.87 0.80 -0.259
C 4.44 -4.33 -0.28 -0.260
N 3.10 -3.71 -0.16 -0.159
H 4.15 -3.47 2.39 0.061
H 5.46 -2.58 2.40 0.072
H 6.21 -3.32 0.33 0.107
H 5.79 -4.76 1.32 0.112
H 4.85 -4.06 -1.25 0.114
H 4.35 -5.42 -0.24 0.108
H 2.55 -3.86 -1.01 -0.043
H 2.58 -4.21 0.55 0.081
```

Values from the calculation:
strongest force on any atom: 3.8 eV Å⁻¹
energy above the lowest of the compared OMol25 structures with the same formula, charge and spin: 466.6 kJ/mol
E_HOMO (alpha / beta): -4.52 / -4.52 eV